C27H44BrNOP2PdS | ωB97M-V/def2-TZVPD

calculated total energy = -135182.277 eV
gap between HOMO and LUMO (alpha / beta) = 6.428 / 6.429 eV
M = 678.99 g mol⁻¹

Geometry as ORCA input:
```
! RIJCOSX wB97M-V def2-TZVPD def2/J DEFGRID3
* xyz 0 1
C -4.018 -4.180 -2.898
C -2.683 -4.156 -2.482
C -1.681 -3.781 -3.391
C -2.055 -3.500 -4.709
N -3.331 -3.546 -5.099
C -4.298 -3.877 -4.241
C -2.372 -4.373 -1.115
C -1.839 -4.315 -0.017
C -1.075 -3.774 1.037
C -1.693 -3.044 2.072
C -0.986 -1.946 2.566
C 0.238 -1.655 1.974
C 1.018 -2.607 1.272
C 0.334 -3.768 0.889
Pd 0.411 0.364 2.134
P -0.471 0.713 0.059
H -0.669 -3.648 -3.044
H -4.817 -4.349 -2.169
H -1.302 -3.216 -5.435
H -5.338 -3.894 -4.593
H 0.817 -4.584 0.343
H -2.706 -3.298 2.392
H 2.061 -2.436 1.018
H -1.376 -1.288 3.345
C -0.586 2.537 -0.156
C -0.997 3.062 -1.533
H 0.402 2.929 0.142
H -1.279 2.865 0.635
H -1.014 4.158 -1.482
H -0.287 2.774 -2.319
H -2.006 2.736 -1.815
C 0.193 0.001 -1.517
C -0.758 -0.072 -2.719
H 0.540 -1.009 -1.251
H 1.092 0.583 -1.770
H -0.199 -0.432 -3.594
H -1.580 -0.781 -2.553
H -1.177 0.909 -2.986
C -2.139 -0.061 0.079
C -3.213 0.679 -0.708
H -2.427 -0.143 1.135
H -1.989 -1.090 -0.287
H -4.165 0.153 -0.557
H -3.332 1.713 -0.357
H -3.012 0.693 -1.786
Br 0.965 2.506 3.374
P 3.229 1.152 0.558
C 3.166 1.960 -1.081
C 4.278 2.947 -1.405
H 2.188 2.470 -1.107
H 3.132 1.157 -1.833
H 4.083 3.359 -2.403
H 4.298 3.783 -0.700
H 5.264 2.468 -1.428
C 4.156 2.297 1.671
C 5.581 1.934 2.067
H 3.492 2.358 2.554
H 4.134 3.281 1.186
H 5.878 2.600 2.887
H 5.681 0.901 2.424
H 6.289 2.097 1.241
C 4.231 -0.375 0.300
C 5.453 -0.275 -0.607
H 3.511 -1.104 -0.116
H 4.508 -0.729 1.307
H 5.920 -1.267 -0.642
H 5.189 0.002 -1.635
H 6.208 0.423 -0.226
C -3.567 3.175 4.083
S -2.494 1.730 3.963
C -3.767 0.451 4.026
O -1.984 1.688 2.543
H -4.278 2.993 4.893
H -4.068 3.334 3.123
H -2.922 4.023 4.334
H -4.301 0.441 3.071
H -3.266 -0.504 4.198
H -4.421 0.678 4.869
*
```



C27H44BrNOP2SV | ωB97M-V/def2-TZVPD

calculated total energy = -157342.839 eV
gap between HOMO and LUMO (alpha / beta) = 3.755 / 3.573 eV
M = 623.52 g mol⁻¹

Geometry as ORCA input:
```
! RIJCOSX wB97M-V def2-TZVPD def2/J DEFGRID3
* xyz 4 2
C -3.561 -1.070 4.422
C -3.786 -1.946 3.336
C -4.982 -2.704 3.336
C -5.852 -2.576 4.425
N -5.585 -1.790 5.462
C -4.492 -1.037 5.463
C -2.860 -1.998 2.261
C -2.132 -1.276 1.349
C -1.666 -0.211 0.561
C -1.052 0.949 1.116
C -0.231 1.734 0.364
C 0.279 1.257 -0.959
C -0.735 0.383 -1.618
C -1.672 -0.271 -0.875
V -1.402 -2.949 1.656
P 0.994 2.622 -2.095
H -5.236 -3.366 2.515
H -2.676 -0.441 4.470
H -6.784 -3.146 4.439
H -4.327 -0.379 6.320
H -2.432 -0.880 -1.368
H -1.210 1.151 2.180
H -0.590 0.114 -2.668
H 0.256 2.606 0.809
C 2.819 2.587 -2.287
C 3.346 2.600 -3.715
H 3.181 1.673 -1.791
H 3.230 3.425 -1.705
H 4.437 2.488 -3.701
H 2.939 1.766 -4.303
H 3.113 3.541 -4.228
C 0.192 2.450 -3.711
C -1.307 2.750 -3.757
H 0.389 1.418 -4.044
H 0.736 3.112 -4.403
H -1.669 2.565 -4.776
H -1.881 2.103 -3.084
H -1.532 3.795 -3.511
C 0.554 4.221 -1.384
C 0.950 5.397 -2.275
H 1.036 4.284 -0.396
H -0.533 4.193 -1.218
H 0.705 6.332 -1.760
H 2.027 5.410 -2.489
H 0.403 5.388 -3.226
Br 1.869 0.137 -0.541
P 0.234 -4.195 -0.630
C 0.674 -3.138 -2.122
C 1.764 -3.598 -3.087
H 0.915 -2.128 -1.742
H -0.248 -3.052 -2.714
H 1.804 -2.892 -3.929
H 2.763 -3.621 -2.642
H 1.544 -4.589 -3.503
C 1.667 -3.593 0.425
C 2.925 -4.426 0.149
H 1.385 -3.700 1.487
H 1.837 -2.523 0.215
H 3.795 -3.979 0.643
H 2.812 -5.445 0.538
H 3.162 -4.508 -0.917
C -1.330 -3.268 -0.377
C -2.434 -4.176 0.183
H -1.665 -2.736 -1.271
H -0.752 -2.417 0.220
H -2.556 -4.137 1.313
H -3.398 -3.919 -0.264
H -2.214 -5.217 -0.101
C 1.862 3.587 4.232
S 1.598 2.241 3.072
C 3.275 1.663 2.814
O 0.850 1.169 3.796
H 2.793 4.103 3.977
H 1.889 3.164 5.243
H 1.012 4.271 4.119
H 3.520 0.980 3.636
H 3.294 1.140 1.849
H 3.951 2.523 2.792
*
```



C27H44ClNO8P2S | ωB97M-V/def2-TZVPD

calculated total energy = -88519.834 eV
gap between HOMO and LUMO = 8.234 eV
M = 640.12 g mol⁻¹

Geometry as ORCA input:
```
! RIJCOSX wB97M-V def2-TZVPD def2/J DEFGRID3
* xyz 0 1
C 1.788 -2.612 0.214
C 2.493 -1.470 0.973
C 2.921 -0.284 0.054
Cl 3.750 0.939 1.080
C 1.647 0.267 -0.601
C 1.495 0.355 -1.976
C 0.295 0.827 -2.516
C -0.752 1.216 -1.696
C -0.562 1.118 -0.301
C 0.611 0.658 0.265
S -1.979 1.605 0.697
C -3.307 0.912 -0.304
C -4.419 0.283 0.246
C -5.352 -0.239 -0.650
C -5.194 -0.130 -2.025
C -4.085 0.527 -2.570
C -3.135 1.032 -1.689
N -1.984 1.703 -2.238
H 1.336 -3.278 0.970
H 0.964 -2.286 -0.437
H 2.477 -3.237 -0.376
H 1.871 -1.137 1.816
H 3.411 -1.879 1.432
H 3.613 -0.717 -0.680
H 2.333 0.046 -2.604
H 0.125 0.882 -3.596
H 0.724 0.603 1.347
H -4.519 0.204 1.328
H -6.235 -0.764 -0.278
H -5.919 -0.550 -2.728
H -3.918 0.649 -3.640
H -2.064 2.706 -2.067
C -5.982 -3.621 7.157
C -4.784 -3.104 6.381
O -4.450 -3.951 5.289
P -5.446 -4.007 3.986
O -5.375 -2.608 3.466
O -4.461 -4.766 2.923
C -4.084 -4.147 1.695
C -2.775 -3.398 1.844
O -6.035 -5.513 4.402
C -7.452 -5.702 4.527
C -8.237 -5.080 3.390
H -6.899 -3.510 6.568
H -6.113 -3.066 8.086
H -5.865 -4.680 7.391
H -4.961 -2.084 6.029
H -3.910 -3.079 7.034
H -4.876 -3.494 1.328
H -3.965 -4.943 0.956
H -2.785 -2.725 2.701
H -2.561 -2.816 0.944
H -1.953 -4.099 2.003
H -7.789 -5.307 5.490
H -7.623 -6.779 4.544
H -8.147 -3.987 3.397
H -9.296 -5.326 3.479
H -7.871 -5.434 2.426
C 6.184 2.087 -1.028
C 7.492 2.651 -1.548
O 7.389 3.040 -2.912
P 6.490 4.359 -3.292
O 7.221 5.460 -2.597
O 6.991 4.599 -4.832
C 7.618 5.817 -5.225
C 9.127 5.712 -5.118
O 5.251 3.428 -3.919
C 3.916 3.609 -3.423
C 3.520 5.066 -3.296
H 5.437 2.882 -0.928
H 6.315 1.629 -0.049
H 5.784 1.341 -1.717
H 7.823 3.493 -0.934
H 8.268 1.885 -1.498
H 7.235 6.657 -4.646
H 7.340 5.999 -6.266
H 9.438 5.342 -4.141
H 9.594 6.684 -5.289
H 9.510 5.010 -5.861
H 3.810 3.097 -2.462
H 3.250 3.110 -4.128
H 4.121 5.575 -2.534
H 2.472 5.152 -3.005
H 3.670 5.593 -4.240
*
```



C27H44CrN2O8SSi | ωB97M-V/def2-TZVPD

calculated total energy = -95217.623 eV
gap between HOMO and LUMO (alpha / beta) = 5.226 / 6.732 eV
M = 636.80 g mol⁻¹

Geometry as ORCA input:
```
! RIJCOSX wB97M-V def2-TZVPD def2/J DEFGRID3
* xyz -2 5
Cr 0.483 -0.391 -0.192
C 3.451 1.566 0.389
C 2.594 1.434 1.651
C 1.748 2.645 1.900
C 2.161 3.604 2.799
C 1.400 4.741 3.061
C 0.156 4.842 2.458
C -0.308 3.900 1.558
C -1.750 4.017 1.120
C -2.035 5.230 0.228
C 0.520 2.792 1.193
N 0.128 1.880 0.264
C -0.505 2.302 -0.822
C -1.195 1.384 -1.634
C -1.969 1.531 -2.794
C -2.373 0.237 -3.148
C -1.826 -0.619 -2.203
N -1.131 0.065 -1.283
H 3.979 0.631 0.207
H 4.169 2.385 0.484
H 2.814 1.741 -0.476
H 3.239 1.248 2.517
H 1.935 0.571 1.511
H 3.101 3.467 3.324
H 1.742 5.496 3.760
H -0.496 5.672 2.719
H -2.365 4.106 2.025
H -2.052 3.104 0.600
H -1.609 6.134 0.661
H -3.109 5.375 0.113
H -1.605 5.096 -0.763
H -0.416 3.345 -1.133
H -2.190 2.452 -3.311
H -2.966 -0.046 -4.003
H -1.876 -1.692 -2.165
O 3.388 -1.883 -2.133
S 2.199 -1.465 -1.413
O 1.044 -2.350 -1.606
O 1.756 -0.077 -1.802
O 2.431 -1.352 0.059
C -2.317 -0.619 3.767
C -1.412 -1.364 4.745
C -2.186 -2.531 5.379
C -0.909 -0.396 5.826
O -0.282 -1.889 4.107
Si -0.158 -2.419 2.535
O -0.306 -1.261 1.494
O -1.379 -3.548 2.451
C -1.503 -4.607 1.537
C -3.009 -4.871 1.372
C -0.803 -5.840 2.127
C -0.889 -4.262 0.185
O 1.186 -3.368 2.572
C 2.448 -3.182 3.154
C 2.878 -1.722 3.093
C 2.384 -3.659 4.615
C 3.439 -4.029 2.345
H -3.125 -0.111 4.290
H -2.721 -1.332 3.058
H -1.722 0.094 3.203
H -3.117 -2.195 5.833
H -1.572 -3.021 6.132
H -2.393 -3.240 4.583
H -1.739 0.008 6.404
H -0.373 0.420 5.348
H -0.225 -0.911 6.498
H -3.462 -5.078 2.340
H -3.184 -5.718 0.712
H -3.479 -3.986 0.952
H -1.255 -6.109 3.081
H 0.236 -5.574 2.295
H -0.863 -6.690 1.450
H -1.282 -3.313 -0.166
H -1.088 -5.042 -0.549
H 0.181 -4.125 0.288
H 2.164 -1.115 3.639
H 2.858 -1.424 2.049
H 3.880 -1.584 3.499
H 1.599 -3.093 5.107
H 3.336 -3.492 5.115
H 2.136 -4.718 4.657
H 3.426 -3.669 1.319
H 3.143 -5.077 2.357
H 4.445 -3.939 2.752
*
```



C27H44CuN6O4SSi | ωB97M-V/def2-TZVPD

calculated total energy = -109205.249 eV
gap between HOMO and LUMO = 5.638 eV
M = 640.39 g mol⁻¹

Geometry as ORCA input:
```
! RIJCOSX wB97M-V def2-TZVPD def2/J DEFGRID3
* xyz -1 1
Cu -0.748 0.029 -1.283
N -3.386 -3.526 0.403
C -4.323 -2.817 1.118
C -4.077 -1.506 0.834
N -3.013 -1.392 -0.019
C -2.621 -2.614 -0.265
C -1.501 -2.943 -1.133
N -0.713 -2.047 -1.671
C 0.233 -2.732 -2.388
C 0.009 -4.071 -2.281
N -1.105 -4.198 -1.481
H -3.254 -4.520 0.445
H -5.052 -3.302 1.742
H -4.588 -0.634 1.208
H 0.999 -2.194 -2.923
H 0.519 -4.926 -2.686
H -1.534 -5.065 -1.215
S 2.906 2.211 -4.288
C 3.937 0.990 -3.670
C 3.182 -0.008 -3.144
N 1.823 0.161 -3.232
C 1.535 1.283 -3.816
H 5.011 1.071 -3.693
H 3.578 -0.885 -2.652
H 0.532 1.656 -4.001
C -1.967 -0.419 -4.396
C -1.746 0.992 -3.945
C -1.791 2.150 -4.705
C -1.490 3.220 -3.817
C -1.290 2.645 -2.571
C -1.010 3.304 -1.256
N -1.431 1.287 -2.651
H -2.343 -0.430 -5.421
H -2.690 -0.934 -3.757
H -1.039 -0.999 -4.369
H -2.023 2.212 -5.760
H -1.458 4.276 -4.046
H -0.234 4.070 -1.336
H -0.666 2.548 -0.546
H -1.902 3.777 -0.834
C 1.152 -2.967 1.157
C 0.715 -2.372 2.493
C -0.811 -2.289 2.563
C 1.249 -3.212 3.649
O 1.296 -1.090 2.630
Si 0.734 0.327 1.949
O 0.081 0.203 0.532
O -0.263 0.891 3.157
C -1.204 1.949 3.056
C -0.541 3.204 2.497
C -2.372 1.511 2.178
C -1.694 2.210 4.479
O 2.069 1.319 1.999
C 3.037 1.432 0.961
C 3.448 0.057 0.433
C 4.239 2.120 1.600
C 2.481 2.285 -0.176
H 0.703 -3.954 1.000
H 2.239 -3.071 1.132
H 0.851 -2.296 0.351
H -1.255 -3.287 2.484
H -1.190 -1.669 1.747
H -1.117 -1.839 3.508
H 0.872 -4.237 3.594
H 0.945 -2.772 4.600
H 2.340 -3.235 3.613
H -0.179 3.032 1.482
H 0.314 3.476 3.120
H -1.251 4.035 2.475
H -2.029 1.255 1.174
H -3.122 2.304 2.115
H -2.832 0.623 2.619
H -0.857 2.513 5.112
H -2.125 1.297 4.893
H -2.452 2.997 4.492
H 3.772 -0.578 1.260
H 4.265 0.161 -0.285
H 2.600 -0.416 -0.069
H 4.627 1.509 2.418
H 3.937 3.087 2.007
H 5.032 2.278 0.865
H 1.624 1.785 -0.630
H 3.243 2.448 -0.944
H 2.159 3.254 0.212
*
```



C27H44F4N2O8S2 | ωB97M-V/def2-TZVPD

calculated total energy = -80601.640 eV
gap between HOMO and LUMO = 5.675 eV
M = 664.78 g mol⁻¹

Geometry as ORCA input:
```
! RIJCOSX wB97M-V def2-TZVPD def2/J DEFGRID3
* xyz 0 1
C 1.288 0.314 -1.044
C 0.547 1.422 -0.535
C 0.747 2.117 0.816
C 0.750 1.372 2.152
C 0.597 -0.179 2.211
C 1.853 -0.999 1.693
C 2.752 -1.638 2.838
C 0.902 2.154 3.389
C 0.875 1.528 4.823
F 1.669 0.363 4.957
C -0.640 1.214 5.222
C -1.583 2.483 5.001
C 1.071 3.663 3.344
N 1.220 4.445 4.486
S 1.402 5.987 3.859
N 1.272 5.751 2.217
C 1.087 4.399 2.022
C 0.929 3.589 0.781
S 0.954 4.382 -0.877
O -0.391 4.270 -1.442
O 1.996 3.766 -1.708
C 1.357 6.198 -0.811
F 2.559 6.486 -0.245
F 1.413 6.635 -2.119
F 0.308 6.879 -0.242
H 0.840 -0.713 -0.897
H 2.252 0.404 -1.607
H -0.246 1.870 -1.211
H 0.259 -0.482 3.244
H -0.279 -0.438 1.539
H 2.502 -0.299 1.100
H 1.452 -1.850 1.067
H 2.307 -1.599 3.863
H 2.902 -2.737 2.605
H 3.774 -1.177 2.762
H 1.232 2.256 5.609
H -1.013 0.438 4.488
H -0.731 0.846 6.281
H -2.592 2.332 5.483
H -1.084 3.353 5.506
H -1.691 2.722 3.902
C -5.732 -4.554 3.187
O -4.512 -4.808 2.520
C -4.213 -3.835 1.526
C -2.716 -3.575 1.454
O -2.199 -2.819 2.549
C -2.136 -3.482 3.812
C -1.105 -4.599 3.881
O -1.568 -5.752 3.193
C -0.520 -6.491 2.591
H -6.580 -4.748 2.522
H -5.792 -5.225 4.044
H -5.772 -3.524 3.559
H -4.734 -2.892 1.727
H -4.559 -4.231 0.563
H -2.531 -2.959 0.569
H -2.150 -4.496 1.310
H -3.123 -3.822 4.125
H -1.834 -2.708 4.524
H -0.929 -4.879 4.926
H -0.161 -4.240 3.454
H 0.111 -5.844 1.975
H -0.972 -7.245 1.947
H 0.079 -6.991 3.359
C 0.135 -1.819 -6.374
O 0.992 -0.756 -6.008
C 2.228 -0.776 -6.712
C 2.710 0.638 -7.005
O 1.978 1.306 -8.030
C 0.646 1.712 -7.714
C 0.561 2.838 -6.695
O 0.825 2.351 -5.388
C 1.468 3.309 -4.560
H 0.518 -2.770 -5.987
H -0.845 -1.626 -5.936
H 0.017 -1.875 -7.461
H 2.137 -1.328 -7.655
H 2.962 -1.284 -6.075
H 3.733 0.563 -7.386
H 2.763 1.244 -6.100
H 0.035 0.857 -7.423
H 0.231 2.084 -8.655
H -0.448 3.268 -6.697
H 1.273 3.624 -6.972
H 2.353 3.722 -5.054
H 1.786 2.804 -3.653
H 0.769 4.108 -4.296
*
```